Record 1
{
  "formula": "C20H22F6N4O4S2V",
  "method": "ωB97M-V/def2-TZVPD",
  "elements": ["V", "N", "C", "C", "C", "C", "C", "C", "C", "C", "C", "C", "C", "C", "H", "H", "H", "H", "H", "H", "H", "H", "H", "H", "C", "C", "N", "C", "C", "N", "C", "C", "H", "H", "H", "H", "H", "H", "H", "H", "H", "H", "H", "H", "F", "C", "F", "F", "S", "O", "O", "N", "S", "O", "O", "C", "F", "F", "F"],
  "xyz": [[0.0566, -0.0080, -0.5130], [-1.5770, -1.2909, -0.4384], [-2.1672, -1.2646, -1.7783], [-2.6582, -2.3940, -2.4137], [-3.9027, -2.3381, -3.0471], [-4.4642, -1.1156, -3.4583], [-3.6340, -0.0039, -3.2723], [-2.6132, -0.0261, -2.2824], [-2.4346, 1.1907, -1.4434], [-3.5564, 2.0071, -1.3031], [-3.5773, 2.9946, -0.3575], [-2.4757, 3.2849, 0.4461], [-1.3086, 2.5818, 0.2169], [-1.3384, 1.4383, -0.5975], [-1.2914, -2.2273, -0.1437], [-2.3275, -0.9606, 0.2046], [-2.0865, -3.3209, -2.3665], [-4.4442, -3.2777, -3.2400], [-5.5106, -1.0287, -3.7626], [-3.8265, 0.9575, -3.7206], [-4.4407, 1.7078, -1.8884], [-4.4877, 3.5688, -0.2793], [-2.5013, 4.0616, 1.1970], [-0.4081, 2.8351, 0.7586], [2.2772, -1.0041, -2.3957], [3.8167, -1.3045, -2.2715], [4.4816, -0.3022, -1.3918], [4.1193, 1.0316, -1.8640], [2.5501, 1.3183, -1.7453], [1.8584, 0.0467, -1.3848], [2.3300, -0.3896, -0.0276], [3.9115, -0.4344, -0.0106], [1.6803, -1.9073, -2.1665], [2.0368, -0.6905, -3.4426], [4.3929, -1.2781, -3.2073], [3.9603, -2.3451, -1.8769], [4.4176, 1.1626, -2.9297], [4.6593, 1.8516, -1.3039], [2.1921, 1.6890, -2.7372], [2.3147, 2.0474, -0.9787], [1.9808, -1.3882, 0.2279], [1.9396, 0.2796, 0.7267], [4.2489, -1.3729, 0.5024], [4.3836, 0.4157, 0.5781], [-2.2022, 0.7105, 5.1726], [-1.7868, 0.9240, 3.8817], [-2.3833, -0.0744, 3.1454], [-2.3605, 2.0566, 3.4946], [-0.0027, 0.9173, 3.3504], [0.1022, 0.0300, 2.2025], [0.2481, 2.3137, 3.0849], [1.0716, 0.4944, 4.3976], [1.0891, -0.8222, 5.2702], [2.1048, -0.7179, 6.2969], [-0.1718, -1.4306, 5.5967], [1.7965, -2.0538, 4.0889], [2.8961, -1.5849, 3.3886], [2.1721, -3.2345, 4.6520], [0.8507, -2.3252, 3.1587]],
  "homo_ev": [-12.23, -12.27],
  "multiplicity": 3,
  "total_charge": 1,
  "orbital_gap_ev": [7.0975, 7.6994],
  "e_above_lowest_ev": 1.804
}

=====

Record 2
{
  "formula": "C6H11ClN3RhYb",
  "method": "ωB97M-V/def2-TZVPD",
  "elements": ["Rh", "Cl", "C", "H", "H", "H", "Yb", "C", "C", "C", "H", "H", "H", "H", "H", "H", "H", "H", "N", "C", "N", "C", "N"],
  "xyz": [[0.7392, -0.3206, 0.0994], [2.4458, -1.8863, 0.7258], [1.8805, 1.1726, 0.9764], [1.1319, 1.7589, 1.5563], [2.2512, 1.7495, 0.1021], [2.6845, 0.7133, 1.5911], [0.3988, -1.0377, -2.8521], [-1.3613, -2.2596, -3.7018], [1.8648, -0.2247, -4.4868], [-0.5660, 0.5315, -1.2347], [1.7908, 0.8696, -4.5827], [2.8929, -0.4559, -4.1589], [1.7423, -0.6518, -5.4937], [-2.2861, -1.6720, -3.5902], [-1.2958, -2.5717, -4.7538], [-1.4821, -3.1746, -3.0987], [-0.3798, 1.6327, -1.2683], [-1.5886, 0.2342, -0.9004], [-0.4851, -0.4825, 1.6130], [-0.6558, -0.8541, 2.7300], [-0.9030, -1.5252, 3.7638], [-0.7569, -1.4469, 5.0657], [-0.6763, -1.5019, 6.2513]],
  "homo_ev": [-3.74, -5.21],
  "multiplicity": 6,
  "total_charge": -1,
  "orbital_gap_ev": [5.8485, 6.4143],
  "e_above_lowest_ev": 0.000
}

=====

Record 3
{
  "formula": "C5H12O2",
  "method": "ωB97M-V/def2-TZVPD",
  "elements": ["O", "C", "C", "C", "C", "C", "O", "H", "H", "H", "H", "H", "H", "H", "H", "H", "H", "H", "H"],
  "xyz": [[-2.6270, 0.4090, 0.8369], [-2.4192, 0.2460, -0.5612], [-1.0843, -0.4369, -0.8170], [0.0283, 0.1217, 0.0702], [1.3930, -0.4499, -0.2933], [2.5501, 0.1876, 0.4520], [2.3996, 0.1318, 1.8654], [-3.3464, 1.0435, 0.9624], [-3.2560, -0.3421, -0.9569], [-2.4051, 1.2273, -1.0489], [-0.8466, -0.2452, -1.8680], [-1.1395, -1.5216, -0.7250], [-0.2589, -0.0732, 1.0985], [0.0691, 1.2122, -0.0203], [1.4073, -1.5305, -0.1320], [1.5531, -0.2849, -1.3662], [2.6258, 1.2477, 0.2058], [3.4885, -0.3065, 0.1935], [1.8678, -0.6359, 2.1044]],
  "homo_ev": -10.10,
  "smiles": "OCCCCCO",
  "total_charge": 0,
  "orbital_gap_ev": 10.9968,
  "e_above_lowest_ev": 1.020
}

=====

Record 4
{
  "formula": "C6H8N2O4",
  "method": "ωB97M-V/def2-TZVPD",
  "elements": ["C", "C", "C", "C", "C", "C", "N", "N", "O", "O", "O", "O", "H", "H", "H", "H", "H", "H", "H", "H"],
  "xyz": [[1.5817, 0.8945, 1.7769], [1.0075, -1.4875, 0.9090], [-1.4938, -0.0344, -0.6210], [-0.8283, 0.3065, 0.7524], [-1.1220, 0.9537, -1.7932], [0.7265, 0.1208, 0.7995], [-0.8748, 0.7747, -3.0366], [-0.9067, -0.3964, -3.5877], [2.7760, 0.4261, 2.0303], [2.2355, -1.7384, 1.1086], [1.2110, 1.9564, 2.2708], [0.1186, -2.3211, 0.9335], [-1.4040, -1.0689, -0.8384], [-2.5169, -0.0145, -0.2726], [-0.8536, 1.3484, 0.9269], [-1.2917, -0.4238, 1.4580], [-1.1225, 1.9029, -1.3948], [1.0615, 0.4356, -0.3109], [2.8231, -0.5215, 1.7286], [-1.1271, -1.1130, -2.8391]],
  "homo_ev": 0.90,
  "total_charge": -2,
  "orbital_gap_ev": 5.2684,
  "e_above_lowest_ev": 0.000
}

=====

Record 5
{
  "formula": "C32H51I2N3O7",
  "method": "ωB97M-V/def2-TZVPD",
  "elements": ["C", "C", "C", "N", "C", "C", "N", "C", "C", "C", "C", "I", "C", "C", "C", "C", "C", "C", "C", "O", "C", "C", "O", "C", "O", "N", "I", "C", "O", "H", "H", "H", "H", "H", "H", "H", "H", "H", "H", "H", "H", "H", "H", "H", "H", "H", "H", "H", "H", "H", "H", "H", "H", "H", "H", "H", "C", "C", "C", "O", "C", "H", "H", "H", "H", "H", "H", "H", "H", "C", "C", "C", "O", "C", "H", "H", "H", "H", "H", "H", "H", "H", "C", "C", "C", "O", "C", "H", "H", "H", "H", "H", "H", "H", "H"],
  "xyz": [[-3.7046, 0.3897, -1.3213], [-2.1489, -0.0941, -1.1811], [-1.3321, 1.1926, -0.6874], [0.1279, 0.9752, -0.4623], [0.4332, -0.3253, 0.1421], [1.0013, -1.5113, -0.7295], [1.2186, -1.3788, -2.1752], [1.3593, -2.8960, -0.0666], [1.9306, -4.1250, -0.9190], [3.3278, -4.6835, -0.3570], [4.6096, -4.2690, -1.2588], [3.2580, -6.8971, -0.4417], [1.1451, -3.0567, 1.4513], [0.5760, -1.8953, 2.3242], [0.2312, -0.5349, 1.6876], [-0.3156, 0.6209, 2.6556], [0.8670, 1.6955, 2.9656], [0.3497, 3.2313, 2.8544], [0.3306, 3.7730, 1.3485], [0.0830, 5.2274, 1.2656], [-0.3649, 5.4299, -0.0945], [-1.8849, 5.2530, -0.5593], [0.4898, 5.7458, -0.9567], [0.4855, -2.4290, 3.8182], [0.3625, -1.8447, 4.9114], [0.6202, -3.9209, 3.6977], [-1.3484, -4.3846, 3.1251], [1.3621, -4.2815, 2.4424], [1.9808, -5.3564, 2.3359], [-3.9176, 1.0113, -0.3694], [-4.4146, -0.5069, -1.2634], [-3.8605, 1.0377, -2.2498], [-1.8442, -0.4488, -2.2370], [-2.1790, -0.9548, -0.4213], [-1.8790, 1.6585, 0.2064], [-1.4109, 1.9758, -1.5371], [0.6967, 1.1763, -1.2917], [1.2413, -0.3951, -2.4783], [2.1344, -1.7635, -2.4623], [1.1412, -4.9495, -0.9290], [2.0553, -3.7684, -1.9945], [3.5411, -4.3020, 0.7004], [5.3431, -5.1543, -1.1782], [5.0869, -3.2991, -0.8658], [4.3453, -4.1819, -2.3652], [-0.7811, 0.1783, 3.5957], [-1.1273, 1.1822, 2.0800], [1.6915, 1.5023, 2.1987], [1.1887, 1.5016, 4.0443], [1.1377, 3.8504, 3.4290], [-0.6979, 3.3296, 3.3226], [-0.5609, 3.2811, 0.8253], [1.3428, 3.4878, 0.8710], [-2.5448, 4.9336, 0.3257], [-2.3243, 6.2258, -0.9945], [-1.9024, 4.4708, -1.4009], [-3.3891, -6.3214, -1.4522], [-4.5302, -6.8543, -0.6154], [-4.6152, -5.8248, 0.4938], [-4.1891, -4.5739, -0.0658], [-3.5941, -4.8234, -1.3472], [-3.3946, -6.6807, -2.4827], [-2.4330, -6.6007, -0.9971], [-5.4548, -6.8485, -1.2021], [-4.3678, -7.8678, -0.2447], [-3.9369, -6.0717, 1.3177], [-5.6266, -5.7225, 0.8940], [-4.2883, -4.4634, -2.1145], [-2.6593, -4.2645, -1.4333], [-0.5328, 8.1293, 4.5261], [-1.0432, 7.6608, 5.8704], [-0.7134, 6.1816, 5.8344], [0.4611, 6.0374, 5.0247], [0.7071, 7.2767, 4.3455], [-0.3234, 9.1995, 4.4839], [-1.2659, 7.8925, 3.7477], [-0.4799, 8.1498, 6.6721], [-2.1048, 7.8571, 6.0307], [-1.5181, 5.6063, 5.3634], [-0.5265, 5.7691, 6.8287], [1.5818, 7.7453, 4.8099], [0.9331, 7.0814, 3.2948], [3.9707, -0.1576, -6.6695], [2.4970, -0.2695, -6.9914], [2.0874, -1.4814, -6.1779], [2.9381, -1.5129, -5.0227], [4.0078, -0.5752, -5.2130], [4.3828, 0.8388, -6.8372], [4.5385, -0.8699, -7.2772], [1.9699, 0.6194, -6.6293], [2.2867, -0.3806, -8.0564], [2.2479, -2.4087, -6.7376], [1.0421, -1.4413, -5.8629], [3.8266, 0.2789, -4.5509], [4.9565, -1.0380, -4.9326]],
  "homo_ev": -8.33,
  "total_charge": 0,
  "orbital_gap_ev": 7.4537
}

=====

Record 6
{
  "formula": "C5H10O",
  "method": "ωB97M-V/def2-TZVPD",
  "elements": ["O", "C", "C", "C", "C", "C", "H", "H", "H", "H", "H", "H", "H", "H", "H", "H"],
  "xyz": [[0.6748, 1.5105, 1.3709], [0.6045, 0.9689, 0.0557], [-0.8402, 0.7503, -0.4143], [-1.1998, -0.6748, 0.0166], [0.0921, -1.4326, -0.3075], [1.2145, -0.4525, 0.1007], [0.2091, 2.3583, 1.3573], [1.1283, 1.6454, -0.6388], [-1.5110, 1.5297, -0.0372], [-0.8483, 0.7975, -1.5113], [-2.0741, -1.0680, -0.5142], [-1.4090, -0.7195, 1.0927], [0.1739, -2.3980, 0.2045], [0.1259, -1.6355, -1.3870], [1.5169, -0.6332, 1.1370], [2.1031, -0.5578, -0.5292]],
  "homo_ev": -10.14,
  "smiles": "OC1CCCC1",
  "total_charge": 0,
  "orbital_gap_ev": 11.1608,
  "e_above_lowest_ev": 0.136
}

=====

Calculated calculated total energy, -98898.653; -57925.123; -9474.116; -17520.116; -69006.592; -7394.630 eV (same order as the records).
Calculated max |F|, 3.6; 4.0; 0.4; 3.9; 4.5; 0.4 eV Å⁻¹ (same order as the records).